Entry from the Open Molecules 2025 dataset: an isolated molecule of C6H12O (ωB97M-V/def2-TZVPD).

Each atom is followed by the atoms it is bonded to, with distances in Å.
Atoms and positions in Å:
1 O 0.79728 -1.19007 1.97380  C2 1.425, H11 0.966
2 C 0.70860 -0.45187 0.75779  O1 1.425, C5 1.531, C6 1.537, H9 1.100
3 C -0.59503 1.62128 -1.45738  C7 1.331, H15 1.086, H16 1.087
4 C -1.71169 0.00907 0.15797  C6 1.529, C7 1.509, H13 1.099, H14 1.099
5 C 2.01090 -0.55813 -0.04024  C2 1.531, H8 1.096, H17 1.094, H18 1.094
6 C -0.54132 -0.96538 0.02620  C2 1.537, C4 1.529, H12 1.095, H19 1.096
7 C -1.52923 1.32530 -0.55669  C3 1.331, C4 1.509, H10 1.091
8 H 2.73307 0.20068 0.28148  C5 1.096
9 H 0.53937 0.60948 0.99390  C2 1.100
10 H -2.25898 2.09500 -0.30294  C7 1.091
11 H 1.59958 -0.90776 2.43086  O1 0.966
12 H -0.81315 -1.93020 0.46792  C6 1.095
13 H -2.63643 -0.45218 -0.21660  C4 1.099
14 H -1.89087 0.20328 1.22515  C4 1.099
15 H -0.56777 2.59220 -1.94377  C3 1.086
16 H 0.17434 0.91421 -1.75844  C3 1.087
17 H 1.85397 -0.41780 -1.11334  C5 1.094
18 H 2.45631 -1.54642 0.10760  C5 1.094
19 H -0.32895 -1.15068 -1.03329  C6 1.096

The structure (SMILES) is C=CCC[C@H](C)O. The calculation puts the energy above the lowest of the compared OMol25 structures with the same formula, charge and spin at 24.8 kcal/mol. The calculation puts the orbital gap at 0.39074 Ha.

Here are the Löwdin charges for atoms 1 to 6, given in e: number 1, O, carries -0.0501; number 2, C, carries -0.4470; number 3, C, carries 0.0045; number 4, C, carries -0.2099; number 5, C, carries -0.0493; number 6, C, carries -0.1672



Entry from the Open Molecules 2025 dataset: an isolated molecule of C6H12O (ωB97M-V/def2-TZVPD).

Each atom is followed by the atoms it is bonded to, with distances in Å.
Atoms and positions in Å:
1 O 1.21988 -0.28832 0.82459  C3 1.423, C5 1.423
2 C -1.49371 -0.04773 1.07162  C3 1.520, H8 1.096, H12 1.110, H14 1.090
3 C -0.15333 -0.57500 0.58579  O1 1.423, C2 1.520, C5 1.543, C6 1.548
4 C 0.44043 0.28095 -1.72596  C5 1.520, H10 1.089, H11 1.097, H13 1.109
5 C 0.63753 0.46862 -0.23092  O1 1.423, C3 1.543, C4 1.520, C7 1.547
6 C -0.18054 -2.11373 0.41849  C3 1.548, H9 1.093, H15 1.098, H17 1.098
7 C 1.01305 1.93321 0.09754  C5 1.547, H16 1.094, H18 1.101, H19 1.091
8 H -2.04469 -0.74197 1.71625  C2 1.096
9 H -0.18010 -2.51510 -0.59825  C6 1.093
10 H 0.48635 -0.75621 -2.05518  C4 1.089
11 H 1.05159 0.93674 -2.35808  C4 1.097
12 H -2.06939 0.00977 0.12403  C2 1.110
13 H -0.61018 0.61282 -1.85390  C4 1.109
14 H -1.46077 0.95892 1.48794  C2 1.090
15 H -1.01405 -2.57170 0.96783  C6 1.098
16 H 1.63405 1.91281 0.99770  C7 1.094
17 H 0.73124 -2.46630 0.91743  C6 1.098
18 H 1.67079 2.30958 -0.70091  C7 1.101
19 H 0.21946 2.66913 0.23821  C7 1.091

The structure (SMILES) is CC1(C)OC1(C)C. The calculation puts the energy above the lowest of the compared OMol25 structures with the same formula, charge and spin at 68.4 kcal/mol. The calculation puts the orbital gap at 0.36423 Ha.

Here are the Löwdin charges for atoms 1 to 6, given in e: number 1, O, carries -0.0042; number 2, C, carries -0.0224; number 3, C, carries -0.4429; number 4, C, carries -0.0234; number 5, C, carries -0.4428; number 6, C, carries -0.0106



Entry from the Open Molecules 2025 dataset: an isolated molecule of C6H12O (ωB97M-V/def2-TZVPD).

Each atom is followed by the atoms it is bonded to, with distances in Å.
Atoms and positions in Å:
1 O 1.21534 -0.89543 0.50396  C5 1.403, C6 1.404
2 C -1.15086 -0.23588 0.60935  C4 1.546, C6 1.544, C7 1.523, H18 1.095
3 C 0.11497 1.37740 -0.10212  C4 1.548, C6 1.549, H9 1.094, H19 1.095
4 C -1.40359 1.22007 0.15605  C2 1.546, C3 1.548, H14 1.095, H16 1.094
5 C 2.35768 -0.64746 -0.27224  O1 1.403, H10 1.096, H11 1.097, H12 1.096
6 C 0.33021 0.14904 0.81713  O1 1.404, C2 1.544, C3 1.549, H8 1.101
7 C -1.32420 -1.25402 -0.50956  C2 1.523, H13 1.094, H15 1.097, H17 1.095
8 H 0.50899 0.49240 1.84825  C6 1.101
9 H 0.36356 1.17162 -1.14795  C3 1.094
10 H 2.34602 0.34422 -0.73872  C5 1.096
11 H 3.26680 -0.74095 0.33483  C5 1.097
12 H 2.39380 -1.40065 -1.06771  C5 1.096
13 H -0.88389 -2.21595 -0.23215  C7 1.094
14 H -2.06420 1.35106 -0.70734  C4 1.095
15 H -0.82770 -0.92479 -1.43062  C7 1.097
16 H -1.75909 1.85833 0.97067  C4 1.094
17 H -2.38607 -1.40112 -0.73426  C7 1.095
18 H -1.68276 -0.56856 1.50739  C2 1.095
19 H 0.58499 2.32067 0.19504  C3 1.095

The structure (SMILES) is CO[C@H]1CC[C@H]1C. The calculation puts the energy above the lowest of the compared OMol25 structures with the same formula, charge and spin at 35.5 kcal/mol. The calculation puts the orbital gap at 0.38433 Ha.

Here are the Löwdin charges for atoms 1 to 6, given in e: number 1, O, carries -0.1544; number 2, C, carries -0.3037; number 3, C, carries -0.1254; number 4, C, carries -0.1375; number 5, C, carries -0.0982; number 6, C, carries -0.3208



Entry from the Open Molecules 2025 dataset: a 2-piece molecular cluster, C6H12O overall (ωB97M-V/def2-TZVPD).

Each atom is followed by the atoms it is bonded to, with distances in Å.
Atoms and positions in Å:
1 O -2.32322 0.97117 -0.36041  C2 1.302, C6 1.438
2 C -1.84109 1.84288 0.47774  O1 1.302, H15 1.118
3 C 1.87904 -0.40587 -0.45753  C4 1.504, C5 1.505, H9 1.088, H12 1.086
4 C 0.79436 -0.25881 0.57344  C3 1.504, C5 1.501, C7 1.511, H11 1.091
5 C 2.22895 -0.34961 1.00474  C3 1.505, C4 1.501, H13 1.086, H19 1.088
6 C -1.77947 1.01632 -1.69099  O1 1.438, H8 1.091, H10 1.091, H14 1.092
7 C -0.14607 -1.41000 0.84383  C4 1.511, H16 1.096, H17 1.097, H18 1.097
8 H -2.61808 1.01047 -2.38926  C6 1.091
9 H 1.97088 -1.36436 -0.96363  C3 1.088
10 H -1.17416 1.91793 -1.79818  C6 1.091
11 H 0.34167 0.73090 0.64444  C4 1.091
12 H 2.12868 0.45092 -1.07705  C3 1.086
13 H 2.71492 0.54540 1.38244  C5 1.086
14 H -1.16778 0.12313 -1.83615  C6 1.092
15 H -2.39485 1.59175 1.41647  C2 1.118
16 H -0.53643 -1.37513 1.86753  C7 1.096
17 H 0.37192 -2.36810 0.71704  C7 1.097
18 H -1.00415 -1.39975 0.16037  C7 1.097
19 H 2.55488 -1.26922 1.48519  C5 1.088

The calculation puts the energy above the lowest of the compared OMol25 structures with the same formula, charge and spin at 101.8 kcal/mol. The calculation puts the orbital gap at 0.34934 Ha.

Here are the Löwdin charges for atoms 1 to 6, given in e: number 1, O, carries -0.2186; number 2, C, carries 0.0342; number 3, C, carries -0.1369; number 4, C, carries -0.3717; number 5, C, carries -0.1327; number 6, C, carries -0.0761



Entry from the Open Molecules 2025 dataset: an isolated molecule of C6H12O (ωB97M-V/def2-TZVPD).

Each atom is followed by the atoms it is bonded to, with distances in Å.
Atoms and positions in Å:
1 O -1.26302 -1.40106 -0.35539  C2 1.438, C5 1.430
2 C -0.84538 -0.44183 0.63187  O1 1.438, C6 1.558, C7 1.515, H15 1.100
3 C 1.75733 -0.59932 0.53822  C6 1.540, H8 1.096, H12 1.096, H19 1.095
4 C 0.60637 1.30184 -0.66723  C6 1.526, H9 1.097, H11 1.097, H13 1.095
5 C -0.11817 -1.13163 -1.16917  O1 1.430, C6 1.544, H10 1.098, H18 1.099
6 C 0.46362 -0.12713 -0.15166  C2 1.558, C3 1.540, C4 1.526, C5 1.544
7 C -1.88950 0.64014 0.81907  C2 1.515, H14 1.096, H16 1.094, H17 1.095
8 H 1.58075 -0.95349 1.56059  C3 1.096
9 H 0.76904 2.00175 0.16198  C4 1.097
10 H 0.48577 -2.03271 -1.33801  C5 1.098
11 H 1.46673 1.38365 -1.34215  C4 1.097
12 H 2.22607 -1.42707 -0.00614  C3 1.096
13 H -0.28146 1.63188 -1.21603  C4 1.095
14 H -1.53303 1.43203 1.48817  C7 1.096
15 H -0.65123 -0.94055 1.59329  C2 1.100
16 H -2.16355 1.08636 -0.14200  C7 1.094
17 H -2.79263 0.20081 1.25520  C7 1.095
18 H -0.39791 -0.70370 -2.14227  C5 1.099
19 H 2.49976 0.20291 0.59946  C3 1.095

The structure (SMILES) is C[C@H]1OCC1(C)C. The calculation puts the energy above the lowest of the compared OMol25 structures with the same formula, charge and spin at 27.1 kcal/mol. The calculation puts the orbital gap at 0.38531 Ha.

Here are the Löwdin charges for atoms 1 to 6, given in e: number 1, O, carries -0.0769; number 2, C, carries -0.3303; number 3, C, carries -0.0289; number 4, C, carries -0.0535; number 5, C, carries -0.1328; number 6, C, carries -0.4495



Entry from the Open Molecules 2025 dataset: an isolated molecule of C6H12O (ωB97M-V/def2-TZVPD).

Each atom is followed by the atoms it is bonded to, with distances in Å.
Atoms and positions in Å:
1 O 2.06238 -0.77483 -0.14701  C7 1.419, H10 0.964
2 C 0.89391 1.29629 -0.42859  C5 1.537, C7 1.523, H11 1.097, H18 1.098
3 C -1.06580 -0.11571 0.42882  C4 1.507, C5 1.520, C6 1.333
4 C -0.95750 -1.40735 1.19732  C3 1.507, H12 1.098, H15 1.095, H19 1.096
5 C -0.01926 0.93678 0.75464  C2 1.537, C3 1.520, H16 1.095, H17 1.097
6 C -2.00871 0.08883 -0.49077  C3 1.333, H9 1.088, H13 1.089
7 C 1.48651 0.07798 -1.12347  O1 1.419, C2 1.523, H8 1.102, H14 1.099
8 H 2.24604 0.40369 -1.85207  C7 1.102
9 H -2.74372 -0.67635 -0.73025  C6 1.088
10 H 2.18607 -1.64244 -0.54744  O1 0.964
11 H 1.70040 1.94619 -0.06632  C2 1.097
12 H -1.21102 -1.24541 2.25343  C4 1.098
13 H -2.08364 1.02851 -1.03679  C6 1.089
14 H 0.68855 -0.44258 -1.67171  C7 1.099
15 H -1.62658 -2.17738 0.79973  C4 1.095
16 H 0.60988 0.57515 1.57447  C5 1.095
17 H -0.51028 1.85097 1.11081  C5 1.097
18 H 0.33459 1.87077 -1.17890  C2 1.098
19 H 0.07592 -1.77235 1.16423  C4 1.096

The structure (SMILES) is C=C(C)CCCO. The calculation puts the energy above the lowest of the compared OMol25 structures with the same formula, charge and spin at 22.4 kcal/mol. The calculation puts the orbital gap at 0.37013 Ha.

Here are the Löwdin charges for atoms 1 to 6, given in e: number 1, O, carries -0.0723; number 2, C, carries -0.1856; number 3, C, carries -0.3770; number 4, C, carries -0.0657; number 5, C, carries -0.1767; number 6, C, carries 0.0319



Entry from the Open Molecules 2025 dataset: an isolated molecule of C6H12O (ωB97M-V/def2-TZVPD).

Each atom is followed by the atoms it is bonded to, with distances in Å.
Atoms and positions in Å:
1 O -0.95812 2.15471 0.70663  C2 1.397, H16 0.966
2 C -1.35010 0.90187 0.22910  O1 1.397, C5 1.489, C6 1.504, H11 1.094
3 C 2.11114 0.13260 -0.45119  C7 1.531, H8 1.096, H12 1.097, H19 1.096
4 C -0.56768 -1.15157 -1.11254  C6 1.523, H10 1.096, H14 1.095, H18 1.096
5 C -1.44187 -0.22595 1.19702  C2 1.489, C6 1.517, H9 1.089, H17 1.086
6 C -0.39145 -0.25030 0.10241  C2 1.504, C4 1.523, C5 1.517, C7 1.522
7 C 1.04093 -0.14729 0.60715  C3 1.531, C6 1.522, H13 1.097, H15 1.098
8 H 3.10915 0.04761 -0.00582  C3 1.096
9 H -1.07933 -0.03478 2.20598  C5 1.089
10 H 0.25614 -1.86996 -1.19790  C4 1.096
11 H -2.13353 0.92422 -0.53347  C2 1.094
12 H 2.01899 1.13592 -0.88480  C3 1.097
13 H 1.10911 0.60565 1.40145  C7 1.097
14 H -1.49845 -1.72766 -1.09425  C4 1.095
15 H 1.24929 -1.11929 1.07289  C7 1.098
16 H -0.66201 2.65830 -0.06271  O1 0.966
17 H -2.30490 -0.88244 1.13358  C5 1.086
18 H -0.57171 -0.56379 -2.03809  C4 1.096
19 H 2.06439 -0.58783 -1.27544  C3 1.096

The structure (SMILES) is CC[C@@]1(C)C[C@H]1O. The calculation puts the energy above the lowest of the compared OMol25 structures with the same formula, charge and spin at 28.0 kcal/mol. The calculation puts the orbital gap at 0.37320 Ha.

Here are the Löwdin charges for atoms 1 to 6, given in e: number 1, O, carries -0.0042; number 2, C, carries -0.3291; number 3, C, carries -0.0989; number 4, C, carries -0.0397; number 5, C, carries -0.0365; number 6, C, carries -0.4365



Entry from the Open Molecules 2025 dataset: an isolated molecule of C6H12O at a distorted geometry (ωB97M-V/def2-TZVPD).

Each atom is followed by the atoms it is bonded to, with distances in Å.
Atoms and positions in Å:
1 O 1.46134 1.06798 1.78676  C5 1.336, H8 0.968
2 C 1.64060 -0.79297 0.20547  C5 1.485, H10 1.097, H12 1.100, H19 1.101
3 C 0.37256 1.34459 -0.31922  C5 1.439, C7 1.548, H11 1.096, H14 1.091
4 C -1.51393 -0.83807 -1.33647  C6 1.514, H9 1.097, H15 1.095
5 C 1.12434 0.54021 0.60666  O1 1.336, C2 1.485, C3 1.439
6 C -1.39353 -0.62379 0.15786  C4 1.514, C7 1.527, H13 1.107, H18 1.095
7 C -1.02168 0.85712 0.14528  C3 1.548, C6 1.527, H16 1.096, H17 1.292
8 H 1.78642 0.37413 2.37786  O1 0.968
9 H -0.56142 -0.80195 -1.87908  C4 1.097
10 H 1.93408 -1.41435 1.06051  C2 1.097
11 H 0.55682 1.10318 -1.37219  C3 1.096
12 H 2.52010 -0.65261 -0.43989  C2 1.100
13 H -0.76007 -1.28949 0.77468  C6 1.107
14 H 0.46095 2.41726 -0.13875  C3 1.091
15 H -2.13493 -1.66798 -1.68836  C4 1.095
16 H -1.38016 1.44971 0.99532  C7 1.096
17 H -1.66295 0.77482 -0.97295  C7 1.292
18 H -2.39366 -0.67321 0.60160  C6 1.095
19 H 0.89740 -1.33167 -0.40222  C2 1.101

The calculation puts the energy above the lowest of the compared OMol25 structures with the same formula, charge and spin at 134.2 kcal/mol. The calculation puts the orbital gap (alpha / beta) at 0.30188 / 0.22149 Ha.

Here are the Löwdin charges for atoms 1 to 6, given in e: number 1, O, carries 0.0687; number 2, C, carries -0.0384; number 3, C, carries -0.1551; number 4, C, carries -0.0716; number 5, C, carries -0.4098; number 6, C, carries -0.3398